Record 1
Computed, not measured: a molecular structure, C25H33IrN5O2S, with ωB97M-V/def2-TZVPD.

XYZ file:
```
67
Properties=species:S:1:pos:R:3:mulliken_spin:R:1
Ir 0.31765 -0.79583 0.48483 0.11
C -1.93117 0.39571 2.01936 0.00
N -1.73435 -0.84485 1.21542 0.00
C -2.63511 -0.71623 0.03980 0.01
C -2.70875 -1.87527 -0.95510 0.01
C -1.38879 -2.48998 -1.43707 -0.01
N -0.25184 -1.57825 -1.37479 0.08
C 0.35688 -1.30294 -2.46819 -0.04
C 1.59046 -0.56936 -2.60886 0.15
C 1.99587 -0.16686 -3.87819 -0.04
C 3.19506 0.50165 -4.05788 0.21
C 4.03729 0.74827 -2.95514 -0.06
C 3.69859 0.31528 -1.70323 0.14
C 2.46451 -0.35069 -1.48904 0.10
O 2.19151 -0.80578 -0.32688 0.25
C -2.07195 -1.99038 2.11257 0.00
C -1.60680 -3.38718 1.70880 0.00
C -0.08194 -3.57782 1.57078 0.00
N 0.63407 -2.33070 1.81812 0.00
C 1.59461 -2.32076 2.68450 0.00
C 2.34133 -1.19520 3.12763 0.00
C 3.42755 -1.39277 3.99677 0.00
C 4.12477 -0.32787 4.50648 0.00
C 3.73060 0.97434 4.16745 0.00
C 2.65046 1.19696 3.34502 0.00
C 1.92585 0.11946 2.79989 0.00
O 0.86004 0.36607 2.07572 0.00
H -2.97396 0.45791 2.34517 0.00
H -1.68577 1.26194 1.41248 0.00
H -1.28349 0.38376 2.88601 0.00
H -2.31213 0.18996 -0.47370 0.00
H -3.65246 -0.54032 0.40315 0.00
H -3.25540 -1.47340 -1.81036 0.00
H -3.32736 -2.68152 -0.56156 0.00
H -1.51502 -2.86841 -2.45380 0.00
H -1.12043 -3.34264 -0.82476 0.00
H -0.07924 -1.68540 -3.39190 0.01
H 1.36512 -0.39317 -4.73000 0.00
H 3.49962 0.81478 -5.04679 0.00
H 4.97272 1.27022 -3.10492 0.00
H 4.34490 0.47259 -0.85011 0.00
H -3.16003 -2.02658 2.22128 0.00
H -1.66273 -1.73917 3.08980 0.00
H -2.10207 -3.70701 0.80079 0.00
H -1.98087 -4.05079 2.48943 0.00
H 0.18133 -3.92947 0.57128 0.00
H 0.26035 -4.33414 2.27711 0.00
H 1.83801 -3.26636 3.16764 0.00
H 3.71270 -2.40184 4.27087 0.00
H 4.96290 -0.49242 5.16790 0.00
H 4.28409 1.81581 4.56289 0.00
H 2.32455 2.19545 3.08574 0.00
S 0.31083 1.58334 -0.62204 0.07
C -0.89235 2.59674 -1.34481 0.01
N -1.45620 3.55311 -0.62560 0.00
C -2.30312 4.60953 -1.19072 0.00
C -3.02480 4.07894 -2.41786 0.00
C -2.03118 3.43297 -3.36846 0.00
N -1.20083 2.47362 -2.63094 0.01
H -1.14272 3.63654 0.32950 0.00
H -1.68398 5.47268 -1.44308 0.00
H -3.01220 4.91560 -0.42467 0.00
H -3.53018 4.89881 -2.92440 0.00
H -3.78278 3.35285 -2.11967 0.00
H -1.39036 4.18565 -3.83261 0.00
H -2.54663 2.89348 -4.16064 0.00
H -0.67520 1.78733 -3.14638 0.00
```

Results
2S+1: 2
LUMO (alpha / beta): -6.03 / -8.51 eV
HOMO energy (alpha / beta): -0.4724 / -0.4723 hartree
Energy above the lowest of the compared OMol25 structures with the same formula, charge and spin: 38.29 kJ/mol
Total charge: +2
Orbital gap (alpha / beta): 0.251 / 0.159 Ha

Record 2
Computed, not measured: a molecular structure, C46H60BIIrN5O6, with ωB97M-V/def2-TZVPD.

XYZ file:
```
120
Properties=species:S:1:pos:R:3:mulliken_spin:R:1
Ir 0.28528 -0.41950 0.57625 0.69
N -0.80816 -1.83273 4.21364 0.00
C -0.61080 -1.71376 2.91915 0.00
O 0.00900 -0.68448 2.50213 -0.02
C -1.04414 -2.70492 1.90216 0.00
C -1.10533 -1.92483 0.58974 0.07
H -0.46000 -1.12618 4.84661 0.00
H -1.28442 -2.63565 4.58810 0.00
H -2.00099 -3.17093 2.14895 0.00
H -0.30903 -3.51023 1.88445 0.00
H -2.03145 -1.36444 0.56415 0.02
H -1.03373 -2.54578 -0.29721 0.01
I 9.14973 -0.48098 -0.91566 0.00
C 7.16730 -0.06107 -0.44663 0.00
C 6.21894 -1.07417 -0.50079 0.00
C 4.90027 -0.79072 -0.18890 0.00
C 4.52413 0.49339 0.18852 0.00
C 5.48351 1.49916 0.23499 0.00
C 6.80298 1.22898 -0.08341 0.00
C 3.11347 0.83521 0.56758 0.01
O 2.81395 1.91722 1.01363 0.00
O 2.28268 -0.16542 0.36931 0.11
H 6.51008 -2.07462 -0.78869 0.00
H 4.15128 -1.56787 -0.24734 0.00
H 5.18239 2.49414 0.53500 0.00
H 7.54486 2.01391 -0.04563 0.00
C 2.38573 3.38475 -1.71592 0.00
C 1.36024 2.33222 -2.03789 0.01
C 0.84122 2.21222 -3.44434 0.00
O 0.98583 1.58482 -1.15388 0.02
H 2.59236 4.03871 -2.55869 0.00
H 3.30143 2.87849 -1.40458 0.00
H 2.05687 3.95899 -0.84989 0.00
H 1.42902 2.78854 -4.15380 0.00
H -0.18611 2.58366 -3.46091 0.00
H 0.82047 1.16666 -3.74225 0.00
C -1.74628 -0.27133 -4.30119 0.00
C -1.40518 -0.44703 -2.81742 0.00
C -0.12600 -1.27210 -2.66084 0.01
C -2.56347 -1.08247 -2.07323 0.01
C -3.08073 -2.27929 -2.55661 -0.01
C -4.15820 -2.89445 -1.94655 0.00
C -4.72523 -2.31766 -0.82455 0.00
C -4.22395 -1.14002 -0.28231 0.01
C -4.83497 -0.62114 1.00856 0.00
C -4.78123 -1.66671 2.12471 0.00
C -6.27664 -0.15583 0.78811 0.00
C -3.14088 -0.51886 -0.92800 0.00
N -2.57370 0.66819 -0.37715 0.01
B -1.26488 0.99988 0.17253 -0.04
N -1.39236 2.39961 0.57939 0.01
C -2.72689 2.76103 0.38223 0.00
C -3.41516 1.76741 -0.18721 0.01
C -0.52507 3.50464 0.90757 -0.01
C -0.58642 4.68077 0.13216 0.00
C 0.18436 5.76994 0.53578 0.00
C 1.00671 5.71107 1.64333 0.00
C 1.06959 4.54323 2.38269 0.00
C 0.30982 3.43803 2.03245 -0.01
C 0.30859 2.19053 2.87422 0.00
C 1.52370 2.01385 3.77617 0.00
C -0.97782 2.10979 3.70317 0.00
C -1.45150 4.87195 -1.11099 0.00
C -2.60752 5.84080 -0.83101 0.00
C -0.67339 5.40602 -2.31735 0.00
H -1.01728 0.37379 -4.79166 0.00
H -2.73314 0.17426 -4.42539 0.00
H -1.74225 -1.22569 -4.82851 0.00
H -1.21677 0.53893 -2.38880 0.00
H -0.30181 -2.32512 -2.89050 0.00
H 0.27296 -1.23239 -1.63474 0.02
H 0.67473 -0.91543 -3.30957 0.00
H -2.63963 -2.73263 -3.43448 0.00
H -4.55506 -3.81855 -2.34342 0.00
H -5.56554 -2.80432 -0.34664 0.00
H -4.25340 0.23285 1.35566 0.00
H -5.28757 -2.59083 1.84711 0.00
H -5.26497 -1.28088 3.02311 0.00
H -3.74933 -1.91156 2.38492 0.00
H -6.93161 -1.00384 0.58244 0.00
H -6.35409 0.52818 -0.05718 0.00
H -6.65648 0.35245 1.67473 0.00
H -3.08083 3.72837 0.68428 0.00
H -4.43590 1.75383 -0.52593 0.00
H 0.13923 6.68545 -0.03892 0.00
H 1.59463 6.57172 1.93150 0.00
H 1.71248 4.49420 3.24966 0.00
H 0.29460 1.36995 2.15059 0.03
H 1.49022 2.70492 4.62164 0.00
H 2.45115 2.17079 3.23440 0.00
H 1.52750 1.00238 4.19085 0.00
H -0.98251 2.90167 4.45454 0.00
H -1.04997 1.15351 4.22753 0.00
H -1.86791 2.22742 3.08554 0.00
H -1.86554 3.90623 -1.40584 0.00
H -2.22420 6.85384 -0.70014 0.00
H -3.15915 5.59104 0.07371 0.00
H -3.30945 5.85455 -1.66550 0.00
H -0.28148 6.40724 -2.13783 0.00
H -1.33659 5.46684 -3.18207 0.00
H 0.16276 4.77050 -2.58495 0.00
O 3.42507 -8.28242 -2.66646 0.00
C 2.42844 -8.29089 -1.68161 0.00
N 2.57578 -7.18571 -0.75234 0.00
C 1.71835 -6.13746 -0.72569 0.00
O 0.71512 -6.05941 -1.40927 0.00
C 2.05889 -5.02521 0.23000 0.00
C 2.80367 -5.16829 1.39200 0.00
C 3.00894 -4.05601 2.19685 0.00
C 2.43789 -2.85259 1.82311 0.00
N 1.68732 -2.71350 0.72849 0.02
C 1.52365 -3.77171 -0.05332 -0.01
H 3.22045 -7.60260 -3.31800 0.00
H 2.54161 -9.22994 -1.14228 0.00
H 1.42268 -8.22222 -2.09672 0.00
H 3.46480 -7.10043 -0.28557 0.00
H 3.20346 -6.13013 1.68664 0.00
H 3.60105 -4.11798 3.09816 0.00
H 2.58793 -1.95405 2.41247 0.00
H 0.93292 -3.64575 -0.95318 0.00
```

Results
2S+1: 2
LUMO (alpha / beta): -3.48 / -4.15 eV
HOMO energy (alpha / beta): -0.3678 / -0.3692 hartree
Energy above the lowest of the compared OMol25 structures with the same formula, charge and spin: 25.21 kJ/mol
Total charge: +1
Orbital gap (alpha / beta): 0.240 / 0.217 Ha

Record 3
Computed, not measured: a single Cl3OPS2 molecule, with ωB97M-V/def2-TZVPD.

XYZ file:
```
7
Properties=species:S:1:pos:R:3:nbo_charge:R:1
O 0.71779 0.00019 0.71457 -1.01
P 0.47154 0.01741 -0.90746 1.38
S 1.97985 -0.23405 -2.31316 -0.42
S -0.15089 0.36650 2.34969 0.59
Cl -1.01399 -1.27068 -1.11915 -0.20
Cl -0.29745 1.96688 -1.09162 -0.26
Cl -1.70684 -0.84626 2.36713 -0.08
```

Results
2S+1: 1
LUMO: -2.04 eV
HOMO energy: -0.3445 hartree
Energy above the lowest of the compared OMol25 structures with the same formula, charge and spin: 89.81 kJ/mol
Total charge: 0
SMILES: S=P(Cl)(Cl)OSCl
Orbital gap: 0.269 Ha

Record 4
Computed, not measured: 2 unconnected molecules or ions with the total composition C2H8N2P, with ωB97M-V/def2-TZVPD.

XYZ file:
```
13
Properties=species:S:1:pos:R:3:mulliken_spin:R:1
C 0.25357 -0.38220 0.12206 0.97
C -1.85810 0.84273 0.03049 0.05
N -0.43430 0.68388 -0.16579 -0.03
N -0.39604 -1.48302 0.46937 -0.02
P 3.40772 0.43481 -0.07616 1.03
H -2.02673 1.85823 0.47783 0.00
H -2.32126 0.83633 -0.87926 0.00
H -2.30472 0.16910 0.85622 0.00
H 0.04088 1.36846 -0.63176 -0.01
H -1.43939 -1.37909 0.57616 0.04
H 0.16099 -2.36220 0.62155 0.00
H 3.10257 0.30426 -1.46307 -0.02
H 3.81481 -0.89130 0.06235 -0.01
```

Results
2S+1: 3
LUMO (alpha / beta): -3.81 / -7.76 eV
HOMO energy (alpha / beta): -0.4531 / -0.5088 hartree
Energy above the lowest of the compared OMol25 structures with the same formula, charge and spin: 38.73 kJ/mol
Total charge: +1
Orbital gap (alpha / beta): 0.313 / 0.224 Ha

Record 5
Computed, not measured: a molecular structure, C30H72F3InNO15, with ωB97M-V/def2-TZVPD.

XYZ file:
```
122
Properties=species:S:1:pos:R:3:lowdin_charge:R:1
C 4.08675 -6.10075 -0.22720 -0.26
C 4.21560 -5.26670 -1.54437 -0.36
In 3.01262 -3.40018 -1.24619 0.74
C 4.16120 -1.49405 -1.64431 -0.24
O 4.80941 -1.01221 -0.39212 -0.21
N 3.79682 -0.64714 0.46314 -0.11
O 4.01178 -0.92219 1.59002 0.00
C 1.12159 -3.56439 -2.46772 -0.19
C -0.03940 -2.91706 -1.68294 -0.37
O 0.42265 -2.23187 -0.52548 -0.12
C -1.10394 -3.92955 -1.30332 -0.64
F -0.61623 -4.99892 -0.68293 0.15
F -1.99073 -3.38016 -0.46677 0.14
F -1.75928 -4.35686 -2.37882 0.14
H 4.46185 -7.12098 -0.33226 0.04
H 3.02597 -6.11218 0.02833 0.03
H 4.58416 -5.55134 0.57219 0.04
H 3.81983 -5.91648 -2.33045 0.01
H 5.27692 -5.08699 -1.73971 0.00
H 2.50492 -3.36572 0.48041 -0.03
H 4.96163 -1.66059 -2.35911 0.02
H 3.50853 -0.67071 -1.94690 0.02
H 0.85878 -4.61759 -2.60807 0.03
H 1.23507 -3.11988 -3.45654 0.03
H -0.51716 -2.16978 -2.32177 0.14
H 0.34371 -2.81403 0.24102 0.06
C 4.60657 0.68239 4.35255 -0.11
O 4.89415 1.01489 5.70726 -0.20
C 5.22254 -0.11450 6.49845 -0.21
C 6.71998 -0.24621 6.69364 -0.21
O 7.38715 -0.52319 5.47324 -0.19
C 7.98977 0.62049 4.89604 -0.11
H 4.62342 1.60185 3.76801 0.08
H 5.34209 -0.00669 3.93659 0.08
H 3.60865 0.24047 4.28057 0.09
H 4.80895 -1.02827 6.06194 0.13
H 4.75478 0.03251 7.47813 0.12
H 6.91320 -1.09099 7.36318 0.12
H 7.12715 0.65555 7.16286 0.12
H 8.91510 0.87052 5.42879 0.08
H 7.32000 1.48317 4.90548 0.08
H 8.23553 0.38169 3.86224 0.09
C -1.67634 2.86063 -3.33940 -0.11
O -1.32531 2.71623 -1.97593 -0.22
C -1.20660 1.35422 -1.57134 -0.18
C 0.23634 0.91076 -1.50131 -0.19
O 0.84664 0.89968 -2.78784 -0.19
C 1.65204 2.03687 -3.02846 -0.12
H -1.49265 3.89645 -3.62754 0.09
H -1.08335 2.20945 -3.98536 0.09
H -2.74182 2.64171 -3.47530 0.08
H -1.78618 0.70172 -2.23153 0.13
H -1.63592 1.28261 -0.56673 0.12
H 0.27089 -0.11135 -1.12043 0.10
H 0.79976 1.54543 -0.80951 0.13
H 2.60462 1.94475 -2.49493 0.09
H 1.15411 2.96243 -2.72668 0.08
H 1.85544 2.08291 -4.09869 0.09
C -8.57785 4.57606 -4.54192 -0.12
O -8.44358 3.96561 -3.27125 -0.19
C -8.01773 2.61195 -3.34837 -0.20
C -6.53562 2.47022 -3.06839 -0.20
O -5.75040 3.09819 -4.07188 -0.19
C -5.26761 4.37178 -3.68006 -0.11
H -8.64775 5.65263 -4.38943 0.09
H -7.72032 4.36899 -5.18585 0.08
H -9.49502 4.23122 -5.03239 0.09
H -8.26741 2.18288 -4.32356 0.13
H -8.57228 2.05752 -2.58503 0.12
H -6.27837 1.40672 -3.07773 0.13
H -6.28968 2.86666 -2.07883 0.13
H -4.42753 4.25613 -2.98715 0.08
H -6.04498 4.97930 -3.21103 0.08
H -4.91490 4.88789 -4.57272 0.09
C 0.14245 -9.20206 -5.07787 -0.12
O 0.10512 -8.02133 -4.30140 -0.18
C -1.11447 -7.30491 -4.43534 -0.20
C -2.04516 -7.55744 -3.26802 -0.20
O -2.48354 -8.91256 -3.22933 -0.20
C -1.77249 -9.69123 -2.28396 -0.12
H 0.97669 -9.80765 -4.72447 0.09
H -0.77792 -9.78356 -4.98129 0.08
H 0.31033 -8.95643 -6.13303 0.09
H -1.60679 -7.55233 -5.38170 0.12
H -0.86124 -6.24078 -4.45497 0.12
H -2.93628 -6.93491 -3.38988 0.12
H -1.56673 -7.27690 -2.32585 0.12
H -2.12347 -9.46971 -1.27003 0.09
H -0.69557 -9.51868 -2.34024 0.09
H -1.96976 -10.74157 -2.49969 0.08
C -1.36926 4.07983 0.88379 -0.09
O -1.33215 5.21187 1.74650 -0.22
C -2.52118 5.97854 1.70470 -0.18
C -3.41849 5.67672 2.88843 -0.21
O -3.90452 4.34413 2.85223 -0.18
C -3.18836 3.46886 3.70974 -0.09
H -0.55265 3.41679 1.16920 0.04
H -2.30998 3.53203 0.97271 0.10
H -1.22215 4.38648 -0.15308 0.09
H -3.05593 5.81679 0.76338 0.13
H -2.22770 7.03315 1.74810 0.13
H -4.29044 6.33822 2.84643 0.13
H -2.89259 5.87219 3.82849 0.11
H -3.49030 3.62881 4.75096 0.10
H -2.10799 3.60126 3.62003 0.04
H -3.43761 2.44692 3.42765 0.10
C -0.46949 4.71436 4.39533 -0.12
O -0.13873 3.37594 4.07533 -0.17
C 0.54192 3.25836 2.83151 -0.21
C 2.03917 3.10135 3.01338 -0.18
O 2.62423 4.27278 3.57467 -0.18
C 2.87429 4.14339 4.96624 -0.10
H -0.74221 4.74806 5.45034 0.10
H 0.37096 5.39214 4.22942 0.10
H -1.32823 5.04521 3.79932 0.03
H 0.31882 4.11592 2.18859 0.10
H 0.15600 2.35959 2.34001 0.13
H 2.49625 2.95187 2.03069 0.13
H 2.26591 2.22532 3.62548 0.11
H 3.76545 3.52931 5.13007 0.08
H 2.02592 3.70342 5.49530 0.09
H 3.05716 5.13891 5.37165 0.09
```

Results
2S+1: 1
LUMO: 2.06 eV
HOMO energy: -0.1742 hartree
Total charge: -1
Orbital gap: 0.250 Ha

Total energy values (in eV) by entry order: -51667.4559; -80023.5995; -70574.5735; -14461.1585; -77794.5871.